Below is C11H8N2O4STi as an isolated structure, with properties calculated with wB97M-V/def2-TZVPD.

Summary:
Max |F|, hartree/bohr: 0.1730
⟨S²⟩: 0.77
Energy, eV: -56621.9577
2S+1: 2
Charge: +3
Energy relative to the best compared isomer or geometry (same formula, charge and spin), eV: 1.2620

Geometry as XYZ:
```
27
C11H8N2O4STi | OMol25 | wB97M-V/def2-TZVPD
Ti 0.199 0.021 -1.167
O 3.264 -0.814 -0.550
C 2.188 -0.500 -0.897
C -0.383 0.749 -2.952
O -0.685 1.124 -3.994
C 0.801 -1.625 -2.238
O 1.117 -2.403 -3.007
C 1.344 1.671 -1.560
O 1.986 2.612 -1.722
H 3.627 0.027 -4.807
H 3.058 0.308 -5.230
N -2.322 -1.544 -1.172
C -2.264 -1.007 0.094
N -1.280 -0.107 0.237
C -0.764 0.198 1.489
C 0.407 0.883 1.785
C 0.687 1.134 3.155
C -0.240 0.620 4.089
C -1.418 -0.076 3.717
C -1.663 -0.326 2.390
S -2.925 -1.325 1.620
H -3.192 -2.035 -1.441
H -2.085 -0.895 -1.896
H 1.120 1.218 1.008
H 1.593 1.725 3.447
H -0.005 0.795 5.149
H -2.164 -0.428 4.453
```

Results of the Löwdin charge analysis, in e, for atoms 1 through 6: number 1, Ti, carries 0.757; number 2, O, carries 0.309; number 3, C, carries -0.025; number 4, C, carries -0.021; number 5, O, carries 0.314; number 6, C, carries -0.035

***

Below is C11H8N2O4Ti as an isolated structure, with properties calculated with wB97M-V/def2-TZVPD.

Summary:
Max |F|, hartree/bohr: 0.1746
⟨S²⟩: 2.01
Energy, eV: -45803.7125
2S+1: 3
Charge: +2

Geometry as XYZ:
```
26
C11H8N2O4Ti | OMol25 | wB97M-V/def2-TZVPD
Ti 1.556 -0.583 -0.662
O 3.044 -1.186 2.166
C 2.518 -0.990 1.136
C 1.807 -0.555 -2.697
O 1.874 -0.522 -3.864
C 1.082 -2.563 -0.957
O 0.750 -3.665 -1.136
C 2.773 1.091 -0.688
O 3.391 2.070 -0.670
H 5.318 -2.113 -1.187
H 5.225 -2.011 -1.925
N -2.018 1.521 -1.166
C -0.819 1.050 -1.567
N -0.300 0.301 -0.569
C -1.212 0.274 0.487
C -1.057 -0.295 1.734
C -2.042 -0.008 2.683
C -3.151 0.788 2.365
C -3.298 1.340 1.082
C -2.298 1.061 0.144
H -2.616 2.116 -1.744
H -0.340 1.235 -2.524
H -0.178 -0.908 1.925
H -1.940 -0.399 3.690
H -3.909 0.990 3.120
H -4.159 1.960 0.822
```

Results of the Löwdin charge analysis, in e, for atoms 1 through 6: number 1, Ti, carries 0.558; number 2, O, carries 0.225; number 3, C, carries 0.021; number 4, C, carries -0.055; number 5, O, carries 0.208; number 6, C, carries 0.020

***

Below is a 8-piece molecular cluster, C11H9BCl28N3O5S overall, with properties calculated with wB97M-V/def2-TZVPD.

Summary:
Max |F|, hartree/bohr: 0.0540
Energy, eV: -388390.6707
Charge: +1
Energy relative to the best compared isomer or geometry (same formula, charge and spin), eV: 0.4612

Geometry as XYZ:
```
58
C11H9BCl28N3O5S | OMol25 | wB97M-V/def2-TZVPD
O 2.822 2.086 1.148
S 1.849 2.461 0.157
O 0.714 3.177 0.648
C 1.165 0.967 -0.604
C 1.895 0.509 -1.799
N 1.658 0.757 -3.090
O 0.649 1.535 -3.558
N 2.506 0.180 -3.924
C 3.322 -0.484 -3.148
N 2.971 -0.281 -1.845
C 3.642 -0.796 -0.621
B 4.721 0.289 -0.123
O 5.024 1.371 -0.936
O 5.304 0.206 1.098
H 2.444 3.234 -0.794
H 1.139 0.137 0.117
H 0.127 1.183 -0.865
H 0.978 2.449 -3.506
H 4.150 -1.107 -3.446
H 4.040 -1.787 -0.842
H 2.852 -0.935 0.118
H 5.248 1.102 -1.835
H 5.227 1.078 1.517
C 7.305 4.122 -1.130
Cl 7.999 2.612 -1.740
Cl 8.508 5.400 -1.224
Cl 5.899 4.561 -2.120
Cl 6.798 3.910 0.550
C -1.074 0.245 2.928
Cl -2.204 1.488 2.408
Cl -1.858 -0.838 4.070
Cl -0.515 -0.709 1.513
Cl 0.343 0.988 3.661
C 1.774 4.545 4.902
Cl 0.673 5.837 4.415
Cl 0.975 3.506 6.086
Cl 2.221 3.593 3.477
Cl 3.226 5.245 5.622
C -5.236 -0.578 0.469
Cl -5.524 0.985 -0.304
Cl -3.515 -0.994 0.332
Cl -5.681 -0.475 2.176
Cl -6.202 -1.820 -0.327
C 0.491 -3.894 -2.364
Cl -0.966 -3.548 -3.286
Cl 0.067 -4.544 -0.784
Cl 1.506 -5.035 -3.237
Cl 1.406 -2.371 -2.133
C -10.234 -3.011 -1.864
Cl -10.522 -1.444 -2.624
Cl -8.523 -3.437 -2.028
Cl -10.645 -2.922 -0.148
Cl -11.222 -4.242 -2.649
C -5.945 -4.902 2.297
Cl -5.311 -6.469 1.786
Cl -4.699 -3.663 2.075
Cl -7.365 -4.495 1.327
Cl -6.399 -4.975 4.001
```

Results of the Löwdin charge analysis, in e, for atoms 1 through 6: number 1, O, carries -0.378; number 2, S, carries 0.681; number 3, O, carries -0.333; number 4, C, carries -0.157; number 5, C, carries -0.266; number 6, N, carries -0.127

***

Below is C11H9Cl5O2PdSi as an isolated structure, with properties calculated with wB97M-V/def2-TZVPD.

Summary:
Max |F|, hartree/bohr: 0.0450
Energy, eV: -89610.5503
Charge: 0

Geometry as XYZ:
```
29
C11H9Cl5O2PdSi | OMol25 | wB97M-V/def2-TZVPD
Pd -0.119 1.095 -0.085
Cl -0.898 -1.956 -0.960
C 0.787 -1.565 -0.947
C 1.204 -0.310 -0.544
C 2.558 -0.028 -0.551
Cl 3.100 1.535 -0.048
C 3.497 -0.976 -0.961
Cl 5.174 -0.596 -0.969
C 3.065 -2.234 -1.369
Cl 4.205 -3.412 -1.885
C 1.703 -2.533 -1.365
Cl 1.170 -4.086 -1.875
C -0.507 -1.726 5.000
Si 0.299 -0.062 4.759
C -0.591 1.255 5.732
C 2.111 -0.110 5.188
C 0.170 0.358 2.965
C 0.081 0.623 1.763
H -0.421 -2.046 6.040
H -0.042 -2.485 4.369
H -1.567 -1.679 4.746
H -0.509 1.069 6.804
H -1.651 1.276 5.471
H -0.175 2.243 5.526
H 2.260 -0.358 6.240
H 2.576 0.860 4.999
H 2.632 -0.854 4.583
O -1.453 2.681 -1.017
O -0.703 1.975 -1.766
```

Results of the Löwdin charge analysis, in e, for atoms 1 through 6: number 1, Pd, carries 0.913; number 2, Cl, carries 0.672; number 3, C, carries -0.700; number 4, C, carries -0.335; number 5, C, carries -0.700; number 6, Cl, carries 0.674

***

Below is a 2-piece molecular cluster, C11H9F3N4O6S2 overall, with properties calculated with wB97M-V/def2-TZVPD.

Summary:
Max |F|, hartree/bohr: 0.0618
Energy, eV: -59609.3328
Charge: 0

Geometry as XYZ:
```
35
C11H9F3N4O6S2 | OMol25 | wB97M-V/def2-TZVPD
C 1.923 1.863 2.708
S 1.207 0.502 1.676
C 2.128 -0.783 2.592
C -0.328 0.496 2.476
C -1.511 -0.205 2.360
N -2.595 -0.692 2.390
H 1.265 2.734 2.623
H 1.945 1.492 3.740
H 2.939 2.110 2.376
H 1.637 -1.736 2.376
H 3.180 -0.801 2.282
H 2.046 -0.526 3.655
H -0.209 1.036 3.428
O -1.170 -3.337 -2.695
S -1.419 -2.663 -1.444
O -2.661 -2.806 -0.732
C -0.063 -3.228 -0.267
F -0.141 -4.549 -0.076
F 1.154 -2.922 -0.775
F -0.199 -2.609 0.933
C -0.991 -0.903 -1.604
C -1.324 -0.009 -0.563
C -1.043 1.348 -0.758
N -1.710 2.455 -0.216
O -2.409 2.602 0.773
O -1.451 3.534 -1.082
N -0.618 3.153 -2.135
C -0.394 1.834 -1.918
C 0.129 0.862 -2.856
N 0.729 1.187 -4.129
O 0.952 2.361 -4.465
O 0.989 0.225 -4.893
C -0.176 -0.487 -2.656
H -2.019 -0.305 0.210
H 0.207 -1.232 -3.334
```

Results of the Löwdin charge analysis, in e, for atoms 1 through 6: number 1, C, carries -0.242; number 2, S, carries 0.985; number 3, C, carries -0.268; number 4, C, carries -0.455; number 5, C, carries -0.409; number 6, N, carries 0.129

***

Below is C11H9F5NOPbS2Te as an isolated structure, with properties calculated with wB97M-V/def2-TZVPD.

Summary:
Max |F|, hartree/bohr: 0.0096
Energy, eV: -62893.4442
Charge: -1
Energy relative to the best compared isomer or geometry (same formula, charge and spin), eV: 0.0000

Geometry as XYZ:
```
31
C11H9F5NOPbS2Te | OMol25 | wB97M-V/def2-TZVPD
Pb -1.533 -0.227 -1.242
S -3.582 1.657 -1.884
C -2.470 2.705 -1.077
C -2.721 4.070 -0.843
C -1.798 4.818 -0.152
C -0.620 4.226 0.308
C -0.427 2.889 0.036
N -1.316 2.161 -0.645
H -3.646 4.500 -1.198
H -1.992 5.867 0.041
H 0.117 4.781 0.869
H 0.455 2.357 0.370
F -2.918 -1.785 3.146
Te -1.637 -1.780 1.751
F -0.542 -2.992 2.663
F -0.990 -0.483 3.008
F -2.782 -3.240 1.328
F -0.894 -2.613 0.118
O -2.538 -0.565 0.688
S 0.560 -0.374 0.801
C 1.724 -1.430 -0.004
C 2.272 -1.058 -1.232
C 3.233 -1.847 -1.851
C 3.653 -3.028 -1.259
C 3.104 -3.409 -0.040
C 2.153 -2.620 0.585
H 1.950 -0.134 -1.698
H 3.649 -1.536 -2.802
H 4.398 -3.649 -1.742
H 3.417 -4.334 0.429
H 1.719 -2.925 1.527
```

Results of the Löwdin charge analysis, in e, for atoms 1 through 6: number 1, Pb, carries 1.094; number 2, S, carries 0.444; number 3, C, carries -0.832; number 4, C, carries -0.113; number 5, C, carries -0.087; number 6, C, carries -0.082

***

Below is C11H9IN2O2PtTe4 as an isolated structure, with properties calculated with wB97M-V/def2-TZVPD.

Summary:
Max |F|, hartree/bohr: 0.0151
Energy, eV: -59148.7565
Charge: 0
Energy relative to the best compared isomer or geometry (same formula, charge and spin), eV: 0.0421

Geometry as XYZ:
```
30
C11H9IN2O2PtTe4 | OMol25 | wB97M-V/def2-TZVPD
Pt -0.636 1.217 0.303
Te 1.333 3.088 -0.821
Te 2.555 3.575 -3.226
Te 1.487 6.082 -3.014
Te -0.514 4.949 -1.583
N 0.128 1.832 2.202
N -0.765 2.810 2.707
C -1.432 3.640 1.760
O -1.899 4.686 2.150
O -1.471 3.159 0.557
H 0.098 1.009 2.794
H 1.084 2.180 2.169
H -0.412 3.334 3.495
I -2.183 0.356 -1.480
C -1.435 -1.582 -1.326
C -1.992 -2.616 -2.015
C -1.394 -3.890 -1.902
C -0.272 -4.059 -1.147
C 0.318 -2.979 -0.446
C 1.510 -3.141 0.296
C 2.064 -2.066 0.922
C 1.443 -0.800 0.872
C 0.259 -0.575 0.203
C -0.289 -1.698 -0.503
H -2.863 -2.476 -2.639
H -1.828 -4.726 -2.434
H 0.195 -5.033 -1.080
H 1.977 -4.116 0.339
H 2.993 -2.177 1.467
H 1.944 0.016 1.380
```

Results of the Löwdin charge analysis, in e, for atoms 1 through 6: number 1, Pt, carries 0.566; number 2, Te, carries 0.150; number 3, Te, carries 0.036; number 4, Te, carries 0.010; number 5, Te, carries 0.194; number 6, N, carries -0.102

***

Below is C12F10Xe as an isolated structure, with properties calculated with wB97M-V/def2-TZVPD.

Summary:
Max |F|, hartree/bohr: 0.0027
Energy, eV: -48574.3224
Charge: 0
Energy relative to the best compared isomer or geometry (same formula, charge and spin), eV: 0.0000

Geometry as XYZ:
```
23
C12F10Xe | OMol25 | wB97M-V/def2-TZVPD
C -4.014 -1.121 1.799
C -2.932 -0.910 0.961
C -1.764 -0.341 1.412
C -1.692 0.019 2.737
C -2.750 -0.175 3.609
C -3.916 -0.750 3.130
F -5.139 -1.673 1.346
F -3.045 -1.278 -0.327
Xe 0.006 -0.012 0.007
F -0.567 0.577 3.218
F -2.664 0.178 4.890
F -4.944 -0.945 3.949
C 3.913 0.760 -3.130
C 3.930 -0.316 -2.255
C 2.850 -0.514 -1.411
C 1.763 0.326 -1.415
C 1.771 1.386 -2.295
C 2.830 1.619 -3.156
F 4.943 0.973 -3.944
F 4.978 -1.133 -2.236
F 2.887 -1.556 -0.562
F 0.732 2.236 -2.327
F 2.824 2.652 -4.000
```

Results of the Löwdin charge analysis, in e, for atoms 1 through 6: number 1, C, carries -0.147; number 2, C, carries -0.273; number 3, C, carries -0.362; number 4, C, carries -0.274; number 5, C, carries -0.147; number 6, C, carries -0.134